1.
DFT (the ωB97M-V functional and the def2-TZVPD basis) results for one molecule with the formula C23H34N2O3.

Summary:
Max |F| ... 0.6 eV/Å
Structure (SMILES) ... COc1ccc(CCCNC(=O)[C@@H]2CCC(=O)N(CC3CCCCC3)C2)cc1
Lowest unoccupied orbital energy ... 0.72 eV
HOMO level ... -8.29 eV
Energy ... -1232.10197 a.u.
Frontier orbital gap ... 9.0 eV
ΔE to the lowest compared entry with this formula, charge and spin ... 0.0000 eV

Last columns: bonded neighbours and bond lengths (Å).
Element x y z (Å)
1 C 8.01 -0.07 1.02  H2 1.089, O3 1.406, H61 1.095, H62 1.095
2 H 8.74 -0.14 1.82  C1 1.089
3 O 6.91 -0.83 1.44  C1 1.406, C4 1.364
4 C 5.83 -0.92 0.61  O3 1.364, C5 1.389, C9 1.396
5 C 5.72 -0.30 -0.63  C4 1.389, C6 1.386, H60 1.079
6 C 4.57 -0.47 -1.38  C5 1.386, C7 1.385, H59 1.081
7 C 3.51 -1.24 -0.93  C6 1.385, C8 1.392, C12 1.503
8 C 3.63 -1.86 0.31  C7 1.392, C9 1.377, H11 1.080
9 C 4.77 -1.70 1.07  C4 1.396, C8 1.377, H10 1.079
10 H 4.87 -2.17 2.04  C9 1.079
11 H 2.82 -2.47 0.69  C8 1.080
12 C 2.25 -1.40 -1.74  C7 1.503, H13 1.092, H14 1.091, C15 1.533
13 H 1.97 -2.46 -1.76  C12 1.092
14 H 2.43 -1.08 -2.77  C12 1.091
15 C 1.09 -0.60 -1.15  C12 1.533, H16 1.092, H17 1.093, C18 1.528
16 H 0.18 -0.81 -1.70  C15 1.092
17 H 0.93 -0.89 -0.11  C15 1.093
18 C 1.37 0.91 -1.20  C15 1.528, N19 1.446, H57 1.092, H58 1.095
19 N 0.33 1.66 -0.53  C18 1.446, C20 1.346, H56 1.008
20 C -0.55 2.44 -1.19  N19 1.346, O21 1.215, C22 1.534
21 O -0.50 2.64 -2.39  C20 1.215
22 C -1.66 3.07 -0.34  C20 1.534, C23 1.539, C28 1.534, H55 1.093
23 C -2.84 2.09 -0.31  C22 1.539, N24 1.442, H53 1.097, H54 1.091
24 N -2.45 0.89 0.38  C23 1.442, C25 1.351, C33 1.445
25 C -1.80 0.99 1.56  N24 1.351, O26 1.218, C27 1.517
26 O -1.30 0.04 2.14  C25 1.218
27 C -1.78 2.40 2.11  C25 1.517, C28 1.537, H31 1.090, H32 1.093
28 C -1.25 3.43 1.10  C22 1.534, C27 1.537, H29 1.091, H30 1.092
29 H -0.16 3.50 1.17  C28 1.091
30 H -1.65 4.41 1.36  C28 1.092
31 H -1.17 2.41 3.02  C27 1.090
32 H -2.80 2.65 2.39  C27 1.093
33 C -2.60 -0.39 -0.27  N24 1.445, H34 1.096, C35 1.533, H52 1.093
34 H -2.22 -0.32 -1.30  C33 1.096
35 C -4.06 -0.87 -0.30  C33 1.533, C36 1.529, C40 1.529, H51 1.097
36 C -4.17 -2.18 -1.07  C35 1.529, C37 1.526, H49 1.092, H50 1.093
37 C -5.61 -2.68 -1.10  C36 1.526, C38 1.525, H47 1.092, H48 1.093
38 C -6.14 -2.85 0.32  C37 1.525, C39 1.525, H45 1.092, H46 1.092
39 C -6.04 -1.54 1.09  C38 1.525, C40 1.525, H43 1.092, H44 1.093
40 C -4.60 -1.05 1.12  C35 1.529, C39 1.525, H41 1.092, H42 1.092
41 H -3.97 -1.77 1.65  C40 1.092
42 H -4.54 -0.10 1.66  C40 1.092
43 H -6.40 -1.68 2.11  C39 1.092
44 H -6.67 -0.79 0.61  C39 1.093
45 H -7.18 -3.19 0.29  C38 1.092
46 H -5.56 -3.62 0.84  C38 1.092
47 H -5.66 -3.63 -1.64  C37 1.092
48 H -6.23 -1.95 -1.63  C37 1.093
49 H -3.54 -2.93 -0.58  C36 1.092
50 H -3.80 -2.05 -2.09  C36 1.093
51 H -4.67 -0.11 -0.81  C35 1.097
52 H -1.99 -1.11 0.29  C33 1.093
53 H -3.70 2.56 0.18  C23 1.097
54 H -3.13 1.83 -1.33  C23 1.091
55 H -1.97 3.97 -0.88  C22 1.093
56 H 0.18 1.43 0.44  N19 1.008
57 H 1.40 1.26 -2.23  C18 1.092
58 H 2.33 1.12 -0.72  C18 1.095
59 H 4.50 0.02 -2.35  C6 1.081
60 H 6.52 0.30 -1.03  C5 1.079
61 H 7.74 0.98 0.87  C1 1.095
62 H 8.45 -0.46 0.09  C1 1.095


2.
DFT (the ωB97M-V functional and the def2-TZVPD basis) results for a 2-piece molecular cluster, C6H17I2N3O2 overall at a distorted geometry.

Summary:
Max |F| ... 5.0 eV/Å
Total charge ... +2
Lowest unoccupied orbital energy (alpha / beta) ... -7.05 / -7.05 eV
HOMO level (alpha / beta) ... -14.04 / -14.03 eV
Energy ... -1148.18471 a.u.
Frontier orbital gap (alpha / beta) ... 7.0 / 7.0 eV
ΔE to the lowest compared entry with this formula, charge and spin ... 2.0801 eV

Last columns: bonded neighbours and bond lengths (Å).
Element x y z (Å)
1 C 0.04 -3.67 2.85  N8 1.500, H14 1.048, H15 1.061, H16 1.098
2 C -1.91 3.76 -1.14  N9 1.478, H17 1.139, H18 0.990, H19 1.035
3 C -0.45 0.15 -1.13  N7 1.342, O10 1.332, H20 1.053
4 C 1.11 -0.86 0.50  C5 1.495, N7 1.446, I12 2.279, H21 1.026
5 C 0.32 -2.08 0.85  C4 1.495, N8 1.493, O11 1.417, H22 1.017
6 C 0.41 2.71 -1.05  N9 1.560, I13 2.138, H23 1.177
7 N 0.74 -0.38 -0.81  C3 1.342, C4 1.446, H24 1.100
8 N 0.81 -2.58 2.17  C1 1.500, C5 1.493, H25 1.164, H26 1.010
9 N -0.74 3.31 -1.92  C2 1.478, C6 1.560, H27 1.019, H28 1.096
10 O -0.84 0.33 -2.39  C3 1.332, H29 0.962
11 O 0.76 -2.96 -0.16  C5 1.417, H30 0.940
12 I 0.72 0.84 1.95  C4 2.279
13 I 2.15 2.37 -2.24  C6 2.138
14 H -0.10 -4.56 2.32  C1 1.048
15 H 0.41 -4.06 3.77  C1 1.061
16 H -0.88 -3.19 3.22  C1 1.098
17 H -2.19 2.84 -0.53  C2 1.139
18 H -1.70 4.44 -0.45  C2 0.990
19 H -2.51 4.14 -1.89  C2 1.035
20 H -1.06 0.32 -0.28  C3 1.053
21 H 2.13 -0.97 0.39  C4 1.026
22 H -0.68 -1.89 0.82  C5 1.017
23 H 0.55 3.39 -0.09  C6 1.177
24 H 1.44 0.01 -1.56  N7 1.100
25 H 1.06 -1.65 2.81  N8 1.164
26 H 1.78 -2.83 2.00  N8 1.010
27 H -1.16 2.70 -2.63  N9 1.019
28 H -0.37 4.20 -2.42  N9 1.096
29 H -0.12 -0.08 -2.89  O10 0.962
30 H 0.29 -3.77 -0.07  O11 0.940


3.
DFT (the ωB97M-V functional and the def2-TZVPD basis) results for an isolated ion of composition C3H8N5S and charge +1 at a distorted geometry.

Summary:
Max |F| ... 4.5 eV/Å
Total charge ... +1
Lowest unoccupied orbital energy (alpha / beta) ... -6.15 / -6.15 eV
HOMO level (alpha / beta) ... -13.13 / -13.13 eV
Energy ... -790.68813 a.u.
Frontier orbital gap (alpha / beta) ... 7.0 / 7.0 eV
ΔE to the lowest compared entry with this formula, charge and spin ... 3.5163 eV

Last columns: bonded neighbours and bond lengths (Å).
Element x y z (Å)
1 C 2.69 -0.16 0.48  C3 1.558, N4 1.251, H10 1.120
2 C -2.24 -0.10 0.12  N5 1.387, N6 1.340, N7 1.320
3 C 2.05 1.01 -0.34  C1 1.558, S9 1.898, H11 1.058, H12 1.175
4 N 2.93 -1.35 0.21  C1 1.251, H15 1.011
5 N -1.18 -0.94 -0.19  C2 1.387, N8 1.264
6 N -3.47 -0.62 0.08  C2 1.340, H13 0.978, H14 0.984
7 N -1.81 1.14 0.28  C2 1.320, S9 2.035, H16 1.003
8 N -0.03 -0.41 -0.19  N5 1.264, S9 1.643, H17 0.999
9 S 0.22 1.18 0.11  C3 1.898, N7 2.035, N8 1.643
10 H 2.62 0.25 1.52  C1 1.120
11 H 2.66 1.79 0.03  C3 1.058
12 H 2.29 0.72 -1.45  C3 1.175
13 H -3.50 -1.56 0.33  N6 0.978
14 H -4.23 0.01 0.06  N6 0.984
15 H 2.86 -1.71 -0.73  N4 1.011
16 H -2.47 1.89 0.20  N7 1.003
17 H 0.60 -1.12 -0.51  N8 0.999


4.
DFT (the ωB97M-V functional and the def2-TZVPD basis) results for a 2-piece molecular cluster, C34H58N4O overall.

Summary:
Max |F| ... 0.6 eV/Å
Structure (SMILES) ... CCCCCCCCCC[C@H](C#N)[C@@](C#N)(CCCCNC(C)=O)CC[C@@H](C)CCC=C(C)C.c1cc[nH]c1
Lowest unoccupied orbital energy ... 0.41 eV
HOMO level ... -8.45 eV
Energy ... -1624.55219 a.u.
Frontier orbital gap ... 8.9 eV

Last columns: bonded neighbours and bond lengths (Å).
Element x y z (Å)
1 C 1.88 0.65 2.39  C2 1.535, H35 1.093, H36 1.092, H37 1.093
2 C 1.61 2.02 1.76  C1 1.535, C3 1.543, H38 1.094, H39 1.094
3 C 2.86 2.92 1.72  C2 1.543, C4 1.537, H40 1.093, H41 1.093
4 C 2.94 3.86 0.51  C3 1.537, C5 1.537, H42 1.092, H43 1.096
5 C 3.75 3.35 -0.70  C4 1.537, C6 1.540, H44 1.093, H45 1.092
6 C 5.18 2.87 -0.40  C5 1.540, C7 1.532, H46 1.093, H47 1.092
7 C 5.60 1.60 -1.14  C6 1.532, C8 1.532, H48 1.095, H49 1.093
8 C 5.01 0.31 -0.57  C7 1.532, C9 1.536, H50 1.096, H51 1.093
9 C 3.56 0.03 -1.02  C8 1.536, C10 1.540, H52 1.093, H53 1.093
10 C 3.20 -1.46 -1.14  C9 1.540, C11 1.552, H54 1.089, H55 1.091
11 C 1.95 -1.87 -0.31  C10 1.552, C12 1.472, C14 1.557, H56 1.090
12 C 2.35 -2.83 0.74  C11 1.472, N13 1.148
13 N 2.66 -3.59 1.54  C12 1.148
14 C 0.78 -2.46 -1.15  C11 1.557, C15 1.480, C17 1.538, C25 1.553
15 C 1.30 -3.66 -1.84  C14 1.480, N16 1.147
16 N 1.73 -4.56 -2.40  C15 1.147
17 C -0.38 -2.89 -0.24  C14 1.538, C18 1.536, H57 1.092, H58 1.094
18 C -1.42 -3.80 -0.91  C17 1.536, C19 1.534, H59 1.091, H60 1.092
19 C -2.82 -3.67 -0.30  C18 1.534, C20 1.533, H61 1.094, H62 1.093
20 C -3.96 -3.78 -1.32  C19 1.533, N21 1.469, H63 1.088, H64 1.092
21 N -3.75 -2.88 -2.46  C20 1.469, C22 1.411, H65 1.012
22 C -3.77 -3.45 -3.75  N21 1.411, C23 1.509, O24 1.202
23 C -3.25 -2.55 -4.83  C22 1.509, H66 1.088, H67 1.086, H68 1.095
24 O -4.15 -4.57 -3.96  C22 1.202
25 C 0.31 -1.47 -2.25  C14 1.553, C26 1.541, H69 1.091, H70 1.091
26 C 0.24 0.01 -1.85  C25 1.541, C27 1.540, H71 1.093, H72 1.093
27 C -0.88 0.80 -2.55  C26 1.540, C28 1.545, C29 1.533, H73 1.095
28 C -0.68 0.75 -4.08  C27 1.545, H74 1.091, H75 1.090, H76 1.092
29 C -2.28 0.30 -2.20  C27 1.533, C30 1.527, H77 1.093, H78 1.096
30 C -2.60 0.23 -0.70  C29 1.527, C31 1.511, H79 1.091, H80 1.096
31 C -3.03 1.55 -0.12  C30 1.511, C32 1.325, H81 1.088
32 C -3.30 1.73 1.17  C31 1.325, C33 1.509, C34 1.508
33 C -2.93 0.68 2.18  C32 1.509, H82 1.093, H83 1.095, H84 1.089
34 C -3.98 2.98 1.67  C32 1.508, H85 1.094, H86 1.090, H87 1.090
35 H 1.06 -0.05 2.22  C1 1.093
36 H 2.00 0.77 3.47  C1 1.092
37 H 2.79 0.19 1.99  C1 1.093
38 H 0.87 2.52 2.40  C2 1.094
39 H 1.18 1.91 0.76  C2 1.094
40 H 2.84 3.55 2.62  C3 1.093
41 H 3.75 2.30 1.82  C3 1.093
42 H 3.32 4.83 0.81  C4 1.092
43 H 1.92 4.03 0.17  C4 1.096
44 H 3.83 4.19 -1.40  C5 1.093
45 H 3.17 2.59 -1.23  C5 1.092
46 H 5.87 3.66 -0.68  C6 1.093
47 H 5.33 2.70 0.67  C6 1.092
48 H 5.35 1.67 -2.21  C7 1.095
49 H 6.69 1.52 -1.10  C7 1.093
50 H 5.05 0.37 0.53  C8 1.096
51 H 5.63 -0.54 -0.85  C8 1.093
52 H 2.87 0.53 -0.34  C9 1.093
53 H 3.43 0.51 -1.99  C9 1.093
54 H 4.04 -2.08 -0.84  C10 1.089
55 H 3.01 -1.71 -2.18  C10 1.091
56 H 1.57 -1.00 0.22  C11 1.090
57 H 0.01 -3.42 0.63  C17 1.092
58 H -0.87 -1.99 0.14  C17 1.094
59 H -1.46 -3.63 -1.99  C18 1.091
60 H -1.07 -4.83 -0.78  C18 1.092
61 H -2.92 -2.74 0.26  C19 1.094
62 H -2.97 -4.48 0.43  C19 1.093
63 H -4.03 -4.80 -1.69  C20 1.088
64 H -4.89 -3.52 -0.82  C20 1.092
65 H -4.35 -2.07 -2.41  N21 1.012
66 H -2.33 -2.05 -4.53  C23 1.088
67 H -3.10 -3.13 -5.74  C23 1.086
68 H -3.99 -1.78 -5.05  C23 1.095
69 H -0.68 -1.80 -2.59  C25 1.091
70 H 0.97 -1.58 -3.10  C25 1.091
71 H 0.18 0.14 -0.76  C26 1.093
72 H 1.18 0.49 -2.15  C26 1.093
73 H -0.78 1.85 -2.25  C27 1.095
74 H 0.34 0.46 -4.34  C28 1.091
75 H -0.89 1.72 -4.53  C28 1.090
76 H -1.36 0.03 -4.54  C28 1.092
77 H -2.42 -0.69 -2.64  C29 1.093
78 H -3.02 0.94 -2.68  C29 1.096
79 H -1.73 -0.15 -0.16  C30 1.091
80 H -3.43 -0.47 -0.54  C30 1.096
81 H -3.16 2.39 -0.80  C31 1.088
82 H -3.13 -0.33 1.82  C33 1.093
83 H -1.85 0.75 2.36  C33 1.095
84 H -3.45 0.81 3.13  C33 1.089
85 H -3.28 3.73 2.04  C34 1.094
86 H -4.66 2.73 2.49  C34 1.090
87 H -4.57 3.44 0.88  C34 1.090
88 N -0.75 1.78 5.36  C89 1.367, C92 1.366, H93 1.004
89 C -1.50 2.55 6.20  N88 1.367, C90 1.371, H94 1.076
90 C -1.80 1.78 7.30  C89 1.371, C91 1.423, H95 1.077
91 C -1.20 0.51 7.11  C90 1.423, C92 1.370, H96 1.077
92 C -0.56 0.54 5.90  N88 1.366, C91 1.370, H97 1.077
93 H -0.39 2.07 4.47  N88 1.004
94 H -1.77 3.56 5.95  C89 1.076
95 H -2.38 2.10 8.15  C90 1.077
96 H -1.24 -0.33 7.78  C91 1.077
97 H 0.02 -0.19 5.36  C92 1.077